# 1
ORCA calculation (the ωB97M-V functional and the def2-TZVPD basis) on C19H30CdCl2N3O3 as an isolated structure.

Cartesian coordinates (Å):
O: 1.154 0.140 -2.822
C: 2.181 0.632 -3.283
C: 2.250 0.812 -4.757
C: 1.457 -0.029 -5.564
H: 0.915 -0.854 -5.096
C: 1.302 0.229 -6.927
H: 0.634 -0.410 -7.517
C: 1.989 1.294 -7.534
H: 1.883 1.462 -8.611
C: 2.824 2.107 -6.753
H: 3.348 2.945 -7.221
C: 2.966 1.857 -5.383
H: 3.604 2.488 -4.766
H: 2.940 1.198 -2.675
C: 4.183 -1.379 -2.200
C: 3.620 -0.163 -1.617
H: 4.859 -1.955 -1.545
H: 4.700 -1.118 -3.137
H: 3.330 -2.034 -2.478
C: 3.176 0.321 -0.467
C: 3.692 0.146 0.957
H: 2.271 0.962 -0.462
H: 4.798 0.145 0.992
H: 3.299 -0.767 1.432
H: 3.326 0.991 1.567
Cd: -0.798 0.169 -1.592
Cl: -1.264 -2.032 -2.728
Cl: 0.035 2.399 -0.969
H: -3.798 0.591 -4.588
H: -4.996 -1.396 -4.010
C: -3.101 0.403 -3.765
C: -4.533 -1.499 -3.025
N: -3.845 -0.259 -2.698
H: -2.650 1.336 -3.412
C: -3.810 0.100 -1.406
O: -2.931 0.813 -0.866
H: -5.289 -1.664 -2.250
H: -4.659 -0.301 -0.816
H: -2.315 -0.274 -4.127
H: -3.826 -2.340 -3.032
H: -0.909 5.142 4.141
H: -1.504 5.089 1.356
C: -0.052 4.548 3.797
C: -0.534 4.572 1.400
N: -0.393 3.804 2.609
H: 0.251 3.846 4.577
C: -0.628 2.478 2.640
O: -0.493 1.773 3.641
H: -0.448 3.869 0.558
H: -0.962 2.087 1.658
H: 0.759 5.241 3.544
H: 0.277 5.300 1.345
C: -0.915 -1.516 2.792
C: -0.483 -1.108 1.477
N: -0.147 -0.761 0.421
H: -0.112 -2.085 3.279
H: -1.795 -2.171 2.700
H: -1.148 -0.627 3.396

Calculated values
- HOMO (alpha / beta): -1.33 / -2.57 eV
- Net charge: -1
- 2S+1: 1
- Lowest unoccupied orbital energy (alpha / beta): 2.555 / 2.557 eV

Mulliken population analysis, charges in e, atoms 1 to 2: number 1, O, carries -0.79; number 2, C, carries -0.71



# 2
ORCA calculation (the ωB97M-V functional and the def2-TZVPD basis) on a 5-piece molecular cluster, C19H30ClN9O4S overall.

Cartesian coordinates (Å):
C: -2.333 0.926 -3.276
C: -1.611 -0.470 -3.242
C: -0.176 -0.463 -3.935
Cl: 0.500 -2.146 -3.839
C: 0.684 0.594 -3.143
C: 1.331 1.730 -3.779
C: 2.082 2.697 -2.959
C: 2.192 2.535 -1.509
C: 1.518 1.355 -0.906
C: 0.771 0.380 -1.684
S: 1.673 1.254 0.919
C: 1.496 3.020 1.380
C: 0.744 3.482 2.539
C: 0.672 4.941 2.737
C: 1.330 5.889 1.828
C: 2.111 5.413 0.673
C: 2.169 3.960 0.453
N: 2.932 3.477 -0.689
H: -3.214 0.858 -2.570
H: -1.713 1.784 -2.914
H: -2.753 1.193 -4.280
H: -1.575 -0.857 -2.189
H: -2.254 -1.208 -3.809
H: -0.357 -0.161 -4.996
H: 1.232 1.828 -4.880
H: 2.569 3.603 -3.401
H: 0.288 -0.492 -1.194
H: 0.251 2.748 3.210
H: 0.093 5.362 3.593
H: 1.266 6.998 1.969
H: 2.639 6.079 -0.042
H: 3.801 3.038 -0.354
N: 0.291 -1.659 1.963
C: 0.465 -2.846 2.612
N: 1.745 -3.110 2.981
O: -0.460 -3.610 2.843
H: 1.036 -1.016 1.763
H: -0.643 -1.427 1.674
H: 1.917 -3.981 3.466
H: 2.514 -2.494 2.799
N: -4.860 -4.106 1.803
C: -4.690 -5.294 2.452
N: -3.410 -5.560 2.820
O: -5.617 -6.055 2.683
H: -4.113 -3.468 1.604
H: -5.793 -3.872 1.514
H: -3.243 -6.426 3.301
H: -2.633 -4.945 2.639
N: 0.219 4.101 -6.905
C: -0.934 3.887 -6.212
N: -1.949 4.743 -6.515
O: -1.050 2.999 -5.384
H: 0.334 4.825 -7.590
H: 0.992 3.489 -6.710
H: -2.816 4.617 -6.024
H: -1.875 5.479 -7.192
N: 0.983 -5.592 7.236
C: 1.884 -5.338 6.250
N: 3.189 -5.405 6.635
O: 1.547 -5.071 5.109
H: 1.236 -5.814 8.181
H: 0.009 -5.551 6.988
H: 3.884 -5.223 5.933
H: 3.485 -5.623 7.568

Calculated values
- SMILES string: CC[C@H](Cl)c1ccc2c(c1)Sc1ccccc1N2.NC(N)=O.NC(N)=O.NC(N)=O.NC(N)=O
- HOMO: -8.39 eV
- 2S+1: 1
- Lowest unoccupied orbital energy: 0.449 eV

Mulliken population analysis, charges in e, atoms 1 to 2: number 1, C, carries -0.91; number 2, C, carries -0.63



# 3
ORCA calculation (the ωB97M-V functional and the def2-TZVPD basis) on C19H30F4N6O4PRuS as an isolated structure.

Cartesian coordinates (Å):
Ru: -0.873 -0.005 -0.026
C: -2.403 -2.224 -1.778
N: -1.210 -1.374 -1.845
C: -1.267 -0.502 -3.023
C: 0.003 -2.207 -1.803
C: 1.271 -1.389 -1.742
N: 1.148 -0.405 -0.687
C: 2.139 0.451 -0.359
C: 1.922 1.373 0.685
F: 0.694 1.383 1.313
C: 2.837 2.314 1.086
F: 2.446 3.208 2.026
C: 4.081 2.398 0.504
C: 4.334 1.521 -0.537
F: 5.483 1.613 -1.195
C: 3.416 0.575 -0.953
F: 3.750 -0.205 -1.992
H: -2.420 -2.934 -2.611
H: -3.294 -1.602 -1.831
H: -2.422 -2.776 -0.842
H: -1.262 -1.099 -3.942
H: -0.418 0.180 -3.028
H: -2.185 0.082 -2.994
H: 0.041 -2.868 -2.677
H: -0.075 -2.834 -0.913
H: 1.466 -0.912 -2.708
H: 2.105 -2.074 -1.563
H: 4.811 3.129 0.820
N: 0.148 -1.343 1.870
C: -0.873 -1.671 2.858
C: -2.256 -1.266 2.320
O: -3.147 -1.020 3.109
O: -2.357 -1.247 1.022
H: 0.471 -2.160 1.370
H: 0.950 -0.892 2.289
H: -0.720 -1.138 3.793
H: -0.933 -2.742 3.059
N: 0.180 4.034 0.866
C: 0.817 4.623 -0.348
P: 0.750 3.351 -1.731
O: 2.123 3.114 -2.273
O: -0.099 2.237 -1.199
C: -0.063 4.174 -3.221
N: 1.034 4.280 -4.233
H: 0.884 3.694 1.527
H: -0.378 3.205 0.562
H: -0.432 4.677 1.363
H: 1.865 4.848 -0.155
H: 0.312 5.547 -0.621
H: -0.500 5.145 -3.004
H: -0.854 3.519 -3.580
H: 0.831 3.809 -5.112
H: 1.852 3.778 -3.726
H: 1.314 5.239 -4.431
S: -2.539 1.884 0.213
C: -3.856 1.639 1.310
N: -4.531 0.478 1.315
C: -5.558 0.227 2.145
C: -5.993 1.188 3.015
C: -5.333 2.417 3.035
C: -4.279 2.649 2.175
H: -4.115 -0.303 0.807
H: -6.005 -0.753 2.092
H: -6.809 0.985 3.692
H: -5.633 3.187 3.733
H: -3.754 3.591 2.168

Calculated values
- HOMO (alpha / beta): -12.79 / -12.82 eV
- Net charge: +2
- 2S+1: 2
- Lowest unoccupied orbital energy (alpha / beta): -6.643 / -5.995 eV

Mulliken population analysis, charges in e, atoms 1 to 2: number 1, Ru, carries 0.68; number 2, C, carries -1.26